P.
The following is a quantum chemistry calculation of 7 unconnected molecules or ions with the total composition C28H77N7O7, from the Open Molecules 2025 dataset.

Element x y z (Å)
1 C -1.9039 1.6191 5.7412
2 O -2.2421 1.9444 4.4072
3 C -2.5217 3.3082 4.1309
4 C -3.9132 3.7383 4.5755
5 C -5.0699 3.0875 3.7782
6 N -4.0643 5.1858 4.3717
7 H -0.8926 1.9883 5.9441
8 H -1.8491 0.5293 5.7580
9 H -2.6655 1.9403 6.4529
10 H -1.7402 3.9217 4.5917
11 H -2.5185 3.3781 3.0450
12 H -4.0710 3.4182 5.6131
13 H -4.9900 3.0206 2.6924
14 H -6.0309 3.5672 3.9715
15 H -5.1937 2.0591 4.1330
16 H -4.9321 5.5451 4.7455
17 H -3.3108 5.5919 4.9258
18 C -0.7500 -0.9112 -1.0295
19 O 0.3955 -0.1407 -0.7389
20 C 0.5969 -0.0969 0.6802
21 C -0.5125 0.6392 1.4341
22 C -0.7710 1.9756 0.7419
23 N -0.0804 0.8945 2.8236
24 H -0.6530 -1.3999 -2.0064
25 H -1.5732 -0.2236 -1.2611
26 H -1.0554 -1.7020 -0.3433
27 H 0.5764 -1.1485 1.0007
28 H 1.6299 0.1413 0.9303
29 H -1.4277 0.0559 1.5637
30 H 0.1296 2.5764 0.6124
31 H -1.4753 2.6478 1.2380
32 H -1.2455 1.8042 -0.2266
33 H 0.2209 0.0998 3.3779
34 H -0.8508 1.3310 3.3416
35 C -4.0736 0.5076 -3.2772
36 O -3.2143 -0.5801 -3.5950
37 C -3.6260 -1.8429 -3.1168
38 C -4.0693 -2.6551 -4.3651
39 C -4.6426 -4.0055 -3.9684
40 N -2.8938 -2.8591 -5.2365
41 H -5.0750 0.2898 -3.6705
42 H -3.7987 1.4597 -3.7207
43 H -4.0831 0.5043 -2.1832
44 H -2.8730 -2.3399 -2.5001
45 H -4.5160 -1.6696 -2.4955
46 H -4.7790 -2.0246 -4.9037
47 H -4.9845 -4.5294 -4.8589
48 H -5.5039 -3.8329 -3.3207
49 H -3.8697 -4.5676 -3.4430
50 H -2.4734 -1.9671 -5.4863
51 H -2.1941 -3.2052 -4.5758
52 C -1.2967 -4.6284 -0.4426
53 O -0.2151 -4.4457 0.4558
54 C -0.1833 -5.2123 1.6470
55 C -1.1216 -4.6468 2.6817
56 C -0.8456 -3.2381 3.1730
57 N -1.0958 -5.5260 3.8672
58 H -2.2020 -4.2971 0.0691
59 H -1.3659 -5.5508 -1.0196
60 H -1.1614 -3.8588 -1.2067
61 H -0.5222 -6.1934 1.2773
62 H 0.8697 -5.3621 1.9061
63 H -2.0834 -4.7557 2.1739
64 H 0.1299 -3.2905 3.6649
65 H -1.5802 -2.8954 3.8993
66 H -0.7505 -2.4825 2.3860
67 H -1.7209 -5.2721 4.6222
68 H -0.1922 -5.5020 4.3290
69 C 4.1176 2.3096 -0.5175
70 O 4.1594 2.1666 0.8989
71 C 3.3665 3.1201 1.6044
72 C 3.3852 2.6237 3.0742
73 C 4.7265 2.8151 3.7676
74 N 2.7034 1.3700 3.2708
75 H 4.7295 3.1810 -0.7719
76 H 3.0829 2.4568 -0.8401
77 H 4.5554 1.4246 -0.9737
78 H 3.8380 4.1039 1.4754
79 H 2.3680 3.2103 1.1637
80 H 2.7484 3.3840 3.5520
81 H 4.7060 2.5160 4.8116
82 H 4.9559 3.8862 3.7513
83 H 5.5492 2.4021 3.1803
84 H 3.0406 0.7391 2.5435
85 H 1.6792 1.3720 3.1082
86 C -1.7533 4.2757 -3.6168
87 O -0.6998 3.3339 -3.6016
88 C 0.4629 3.7835 -2.9625
89 C 1.6866 3.0683 -3.5869
90 C 1.8668 3.4610 -5.0790
91 N 1.5027 1.6248 -3.5531
92 H -1.3846 5.3021 -3.6683
93 H -2.3438 4.1592 -2.7010
94 H -2.4522 4.1388 -4.4417
95 H 0.6757 4.8584 -2.9964
96 H 0.4518 3.5012 -1.9012
97 H 2.5766 3.3843 -3.0411
98 H 2.7168 2.9393 -5.5090
99 H 2.0298 4.5352 -5.2006
100 H 0.9232 3.2421 -5.5791
101 H 0.6239 1.3406 -3.9593
102 H 1.5866 1.3182 -2.5906
103 C 5.9250 -4.9390 -0.7071
104 O 4.7280 -4.2292 -0.9979
105 C 5.0142 -3.0667 -1.7595
106 C 3.8956 -2.0359 -1.6851
107 C 2.5628 -2.6933 -2.0384
108 N 4.2118 -0.9383 -2.5807
109 H 6.3676 -4.6278 0.2437
110 H 6.6591 -4.7670 -1.4958
111 H 5.6915 -5.9979 -0.6096
112 H 5.9508 -2.5859 -1.4557
113 H 5.2014 -3.3487 -2.8053
114 H 3.8084 -1.7064 -0.6462
115 H 2.5742 -3.2374 -2.9880
116 H 1.7107 -2.0260 -1.9208
117 H 2.3795 -3.5471 -1.3733
118 H 3.4505 -0.2747 -2.5597
119 H 4.4498 -1.2368 -3.5135

SMILES string = COC[C@H](C)N.COC[C@H](C)N.COC[C@H](C)N.COC[C@H](C)N.COC[C@H](C)N.COC[C@H](C)N.COC[C@H](C)N
Frontier orbital gap = 8.886 eV
Total charge = 0
HOMO = -8.41 eV

=====

Q.
The following is a quantum chemistry calculation of 7 unconnected molecules or ions with the total composition C28H77N7O7, from the Open Molecules 2025 dataset.

Element x y z (Å)
1 C -1.1891 -4.7960 -3.7561
2 O -0.6771 -5.6261 -4.7770
3 C -0.5706 -6.9584 -4.3200
4 C -0.5485 -7.9322 -5.5095
5 C -1.7009 -7.7690 -6.5137
6 N -0.3342 -9.3166 -5.1185
7 H -1.1790 -3.7723 -4.1376
8 H -0.5079 -4.8340 -2.8994
9 H -2.2267 -4.9750 -3.4586
10 H 0.3556 -7.1404 -3.7631
11 H -1.4107 -7.2404 -3.6749
12 H 0.2992 -7.6045 -6.1208
13 H -2.6695 -8.0704 -6.1084
14 H -1.5350 -8.3673 -7.4087
15 H -1.7280 -6.7232 -6.8184
16 H 0.4656 -9.2823 -4.4755
17 H -1.0065 -9.7155 -4.4629
18 C -3.4409 8.6053 -2.9595
19 O -2.5553 7.7221 -3.6391
20 C -2.2249 6.6254 -2.7857
21 C -1.2703 5.6938 -3.4943
22 C -0.9224 4.5119 -2.5879
23 N -0.0480 6.4914 -3.7907
24 H -4.4282 8.1200 -2.9307
25 H -3.6103 9.4514 -3.6242
26 H -3.1062 8.8388 -1.9501
27 H -1.7847 6.9621 -1.8384
28 H -3.1741 6.1474 -2.5121
29 H -1.7291 5.3798 -4.4386
30 H -0.2829 3.8305 -3.1510
31 H -1.8321 3.9559 -2.3572
32 H -0.3752 4.9303 -1.7460
33 H 0.4189 6.0728 -4.5816
34 H -0.3793 7.4325 -3.9627
35 C 4.6479 -6.7015 -1.0664
36 O 3.5670 -6.4807 -1.9571
37 C 3.9891 -6.4769 -3.3179
38 C 4.7189 -5.2156 -3.7946
39 C 3.9789 -3.9809 -3.3136
40 N 4.9180 -5.1985 -5.2325
41 H 4.2762 -6.4652 -0.0656
42 H 5.5137 -6.0768 -1.2798
43 H 4.8885 -7.7699 -1.0091
44 H 4.4359 -7.4599 -3.5331
45 H 3.0772 -6.5842 -3.9291
46 H 5.6815 -5.2832 -3.2728
47 H 3.0245 -3.9989 -3.8612
48 H 4.4046 -3.0191 -3.5985
49 H 3.7421 -3.9656 -2.2536
50 H 5.2773 -6.1059 -5.5024
51 H 4.0640 -4.9657 -5.7213
52 C -0.8131 1.3072 3.7562
53 O 0.0090 2.0271 2.8782
54 C 0.1207 3.4138 3.1348
55 C 0.8409 3.7619 4.4573
56 C 0.5309 5.2393 4.7286
57 N 2.3006 3.6150 4.2887
58 H -0.8602 0.2268 3.5723
59 H -1.8617 1.4664 3.4471
60 H -0.5900 1.4848 4.8052
61 H 0.6673 3.8249 2.2855
62 H -0.8899 3.8461 3.0499
63 H 0.5714 3.1541 5.3140
64 H -0.4590 5.2733 5.1897
65 H 0.6210 5.8788 3.8516
66 H 1.2151 5.6635 5.4660
67 H 2.4358 2.6292 4.0811
68 H 2.7568 4.1461 3.5598
69 C -3.7960 3.3408 1.0112
70 O -4.9283 3.7858 1.7230
71 C -5.0219 3.2944 3.0402
72 C -6.4085 3.6980 3.6151
73 C -7.4777 2.8834 2.8981
74 N -6.6785 5.1305 3.3133
75 H -3.6652 3.9731 0.1282
76 H -3.9453 2.3366 0.6152
77 H -2.8883 3.5476 1.5845
78 H -4.9860 2.1979 2.9718
79 H -4.1827 3.6573 3.6445
80 H -6.3633 3.5654 4.6940
81 H -7.2693 2.8589 1.8219
82 H -8.4638 3.3286 3.0080
83 H -7.4702 1.8127 3.1132
84 H -5.8841 5.6608 3.6569
85 H -6.6395 5.1358 2.2965
86 C 0.8229 -2.6871 -1.1921
87 O 1.3874 -1.5318 -0.6211
88 C 0.4530 -0.8013 0.1539
89 C -0.6765 -0.0789 -0.5924
90 C -0.1611 1.1758 -1.3048
91 N -1.7089 0.4114 0.3308
92 H 0.1631 -2.4348 -2.0259
93 H 0.3337 -3.3028 -0.4288
94 H 1.6017 -3.3283 -1.6062
95 H 0.0579 -1.5202 0.8908
96 H 1.0087 -0.1339 0.8191
97 H -1.0940 -0.7282 -1.3617
98 H 0.3133 1.8679 -0.5951
99 H -0.9497 1.7452 -1.7863
100 H 0.7014 1.0049 -1.9574
101 H -1.2257 0.8364 1.1207
102 H -2.0981 -0.4413 0.7421
103 C 3.7914 0.2981 2.8145
104 O 4.2750 1.1212 3.8741
105 C 4.6614 0.3990 5.0086
106 C 3.6368 -0.6005 5.5758
107 C 2.4825 0.0706 6.2869
108 N 4.4034 -1.4570 6.4888
109 H 3.8838 0.9063 1.9152
110 H 2.7400 0.0482 2.9644
111 H 4.4296 -0.5772 2.6818
112 H 5.6438 -0.0859 4.9410
113 H 4.8867 1.1087 5.8144
114 H 3.2417 -1.2410 4.7845
115 H 1.7302 -0.6025 6.7058
116 H 1.9239 0.6897 5.5708
117 H 2.8053 0.7210 7.1028
118 H 3.7491 -1.9566 7.0871
119 H 4.9625 -0.9604 7.1775

SMILES string = COC[C@H](C)N.COC[C@H](C)N.COC[C@H](C)N.COC[C@H](C)N.COC[C@H](C)N.COC[C@H](C)N.COC[C@H](C)N
Frontier orbital gap = 9.547 eV
Total charge = 0
HOMO = -9.03 eV

=====

Most favorable structure: Q. The second most favorable one is 10.1 kJ/mol above it.

=====

P.
The following is a quantum chemistry calculation of C3HN3O in the gas phase, from the Open Molecules 2025 dataset.

Element x y z (Å)
1 N 2.9100 -0.4705 -0.0488
2 C 1.7311 -0.4352 -0.0511
3 C 0.2684 -0.2898 0.0191
4 C -0.7830 -1.2122 -0.0856
5 N -1.6121 -2.0396 0.0025
6 N 0.0578 1.0150 0.0220
7 O -1.2781 1.2536 -0.1251
8 H -1.2940 2.1788 0.2671

SMILES string = N#CC(C#N)=NO
Frontier orbital gap = 9.670 eV
Total charge = 0
HOMO = -11.03 eV

=====

Q.
The following is a quantum chemistry calculation of C3HN3O in the gas phase, from the Open Molecules 2025 dataset.

Element x y z (Å)
1 N -1.7628 -2.1465 0.7962
2 C -1.2012 -1.1647 1.0424
3 C -0.3337 -0.0632 0.7821
4 C -0.7873 1.2592 0.7345
5 N -1.1961 2.3461 0.7412
6 N 1.0307 -0.0225 1.6257
7 O 1.9933 0.2190 1.0063
8 H 0.0946 -0.3588 -0.2685

SMILES string = N#CC(C#N)N=O
Frontier orbital gap = 9.058 eV
Total charge = 0
HOMO = -10.52 eV

=====

Most favorable structure: P. The second most favorable one is 82.3 kJ/mol above it.

=====

P.
The following is a quantum chemistry calculation of C6H8O3S in the gas phase, from the Open Molecules 2025 dataset.

Element x y z (Å)
1 C -0.8102 -1.0265 -0.7032
2 C 0.0439 0.0345 -0.8080
3 C -2.0961 -0.4626 -0.7057
4 C -0.4695 -2.5213 -0.6623
5 C 1.1651 1.2505 1.4921
6 C 1.6877 1.3398 0.0734
7 O -3.1963 -0.8403 -0.3527
8 O -1.9038 2.1822 0.1964
9 O 1.2859 0.1500 -0.5921
10 S -1.6164 1.3902 -1.0136
11 H 0.4056 -2.6712 -1.3321
12 H -1.3003 -3.0502 -1.1276
13 H -0.3593 -2.8386 0.4091
14 H 1.5763 0.2544 1.8135
15 H 1.4521 2.1835 2.0149
16 H 0.0171 1.1204 1.6296
17 H 2.7418 1.2397 0.0565
18 H 1.3764 2.2654 -0.3885

Frontier orbital gap = 9.232 eV
Total charge = 0
HOMO = -8.92 eV

=====

Q.
The following is a quantum chemistry calculation of C6H8O3S in the gas phase, from the Open Molecules 2025 dataset.

Element x y z (Å)
1 C 0.7389 0.8944 -2.7777
2 C 0.5597 -1.4427 1.3020
3 C -0.1771 0.5071 -1.9737
4 C 0.5916 -0.8540 -0.1013
5 C -0.5597 1.1841 0.5126
6 C 0.0445 0.2774 -0.4832
7 O -0.7268 -1.7424 1.6310
8 O -1.7787 0.5798 1.0533
9 O -0.5478 0.1631 3.1369
10 S -1.5386 -0.4610 2.2626
11 H 0.4346 0.7210 -3.7733
12 H 1.7692 1.0374 -2.5321
13 H 1.0471 -0.8405 2.0969
14 H 1.2663 -2.2732 1.2632
15 H -1.1455 0.3180 -2.2667
16 H 0.8750 -1.7003 -0.7661
17 H 0.0212 1.5225 1.3417
18 H -0.8738 2.1095 0.0739

Frontier orbital gap = 10.775 eV
Total charge = 0
HOMO = -9.95 eV

=====

Most favorable structure: Q. The second most favorable one is 22.2 kJ/mol above it.

=====

P.
The following is a quantum chemistry calculation of C13H16N6O2 in the gas phase, from the Open Molecules 2025 dataset.

Element x y z (Å)
1 N -1.8958 -5.2224 -2.7787
2 C -2.4418 -4.5185 -1.8014
3 N -3.5992 -5.0287 -1.5505
4 O -3.9239 -4.3596 -0.3132
5 N -2.7649 -3.5417 0.2160
6 C -1.9815 -3.5322 -0.8242
7 C -0.7539 -2.7947 -1.0089
8 O 0.0739 -3.1554 -1.9355
9 N -0.4215 -1.4337 -0.5054
10 C 0.5126 -0.5799 -1.2204
11 C 0.0299 0.9046 -1.2052
12 N -0.5797 1.5273 -0.0222
13 C -0.2200 2.9405 0.2308
14 C 1.1416 3.1285 0.9701
15 C 1.3366 3.6958 2.2544
16 C 2.5953 3.7884 2.8765
17 C 3.6009 3.1584 2.1569
18 C 3.3724 2.7457 0.8027
19 N 2.2305 2.7644 0.2188
20 C -0.6432 0.5435 1.1049
21 C -1.2343 -0.8014 0.5921
22 H -2.4291 -6.0129 -2.9907
23 H -0.8954 -5.1350 -2.9697
24 H 1.5412 -0.5233 -0.7414
25 H 0.6843 -0.9003 -2.2995
26 H 0.8553 1.5274 -1.4838
27 H -0.6721 0.9194 -2.0965
28 H -1.0030 3.3090 0.7833
29 H -0.0824 3.5175 -0.6218
30 H 0.3277 4.0641 2.5753
31 H 2.7059 4.3567 3.8298
32 H 4.6071 2.9369 2.4862
33 H 4.2429 2.5206 0.2006
34 H -1.2312 0.9608 1.9668
35 H 0.4133 0.4213 1.4368
36 H -2.2097 -0.7349 0.1392
37 H -1.2888 -1.4562 1.5278

SMILES string = Nc1nonc1C(=O)N1CCN(Cc2ccccn2)CC1
Frontier orbital gap = 7.778 eV
Total charge = 0
HOMO = -8.24 eV

=====

Q.
The following is a quantum chemistry calculation of C13H16N6O2 in the gas phase, from the Open Molecules 2025 dataset.

Element x y z (Å)
1 N -3.2180 -2.5329 -2.5605
2 N -2.2267 -1.7470 -1.9322
3 C -2.5264 -0.6815 -1.1200
4 O -3.6716 -0.2606 -0.9903
5 C -1.3936 0.0162 -0.5475
6 C -1.3929 1.3517 -0.3996
7 N -0.1306 1.6808 0.0509
8 C 0.3453 2.9944 0.2750
9 C 1.7109 3.2412 0.6091
10 C 2.1566 4.5373 0.8811
11 C 1.2154 5.5492 0.7398
12 C -0.0896 5.2425 0.3913
13 N -0.5041 3.9968 0.1255
14 N 0.6514 0.5455 0.1327
15 C -0.0735 -0.4713 -0.2090
16 N 0.4016 -1.7954 -0.2330
17 C -0.4067 -2.9563 0.2353
18 C 0.1352 -3.4372 1.5982
19 O 1.5205 -3.7245 1.5309
20 C 2.3000 -2.5958 1.1172
21 C 1.8573 -2.0749 -0.2228
22 H -3.2631 -2.3376 -3.5963
23 H -4.1071 -2.3339 -2.0983
24 H -1.2574 -1.9773 -1.9935
25 H -2.2142 2.0399 -0.6262
26 H 2.3735 2.3879 0.7126
27 H 3.1500 4.8058 1.2373
28 H 1.5138 6.5586 0.9608
29 H -0.8092 6.0828 0.3660
30 H -0.3243 -3.7587 -0.4923
31 H -1.4550 -2.6624 0.3610
32 H -0.3929 -4.3445 1.9420
33 H -0.0406 -2.6908 2.3902
34 H 2.2228 -1.7630 1.8303
35 H 3.4038 -2.8948 1.0472
36 H 2.1033 -2.8169 -1.0266
37 H 2.4361 -1.1736 -0.4864

SMILES string = NNC(=O)c1cn(-c2ccccn2)nc1N1CCOCC1
Frontier orbital gap = 8.683 eV
Total charge = 0
HOMO = -8.08 eV

=====

Most favorable structure: Q. The second most favorable one is 401.2 kJ/mol above it.

=====

P.
The following is a quantum chemistry calculation of 2 unconnected molecules or ions with the total composition C2H7NOS2, from the Open Molecules 2025 dataset.

Element x y z (Å)
1 N 3.2825 1.2057 2.8391
2 C 3.1192 -0.0371 3.4133
3 O 3.4618 -0.3085 4.5362
4 H 3.6517 2.0070 3.3377
5 H 3.0561 1.3948 1.8774
6 H 2.6738 -0.7649 2.7237
7 C -3.4931 -1.0003 -2.1936
8 S -2.3428 -1.1284 -3.7057
9 S -0.9566 0.1927 -3.1532
10 H -4.3999 -0.4677 -2.4752
11 H -2.9204 -0.4257 -1.4951
12 H -3.7487 -1.9956 -1.8893
13 H -1.3835 1.3281 -3.8152

SMILES string = NC=O.CSS
Frontier orbital gap = 9.609 eV
Total charge = 0
HOMO = -9.25 eV

=====

Q.
The following is a quantum chemistry calculation of 2 unconnected molecules or ions with the total composition C2H7NOS2, from the Open Molecules 2025 dataset.

Element x y z (Å)
1 N 2.5253 1.4277 3.0468
2 C 2.7239 0.3713 3.8709
3 O 3.8037 0.2054 4.3903
4 H 3.1827 2.1955 2.9661
5 H 1.5968 1.6710 2.7477
6 H 1.8896 -0.3030 4.0826
7 C -2.9957 -1.2914 -1.0484
8 S -2.0717 -0.9734 -2.5633
9 S -0.6758 0.4875 -2.4491
10 H -3.0172 -0.4154 -0.4037
11 H -2.5303 -2.1464 -0.5692
12 H -4.0192 -1.3983 -1.4051
13 H -1.4496 1.6065 -2.2282

SMILES string = NC=O.CSS
Frontier orbital gap = 9.178 eV
Total charge = 0
HOMO = -8.79 eV

=====

Most favorable structure: P. The second most favorable one is 17.3 kJ/mol above it.